{"formula": "C4H12NO4", "method": "wB97M-V/def2-TZVPD", "homo_ev": -14.343, "relative_energy_kj_mol": 98.3, "total_charge": 1, "symbols": ["C", "O", "C", "C", "C", "O", "O", "N", "H", "H", "H", "H", "H", "H", "H", "H", "H", "H", "H", "H", "O"], "positions_angstrom": [[1.341, 0.089, 1.428], [1.576, -1.203, 1.878], [0.669, 0.146, 0.061], [-0.334, 1.294, -0.105], [-0.676, 1.383, -1.555], [-0.673, 0.199, -2.320], [-0.732, 2.330, -2.215], [-0.024, -1.191, -0.211], [0.781, 0.580, 2.171], [2.350, 0.588, 1.337], [2.480, -1.415, 2.129], [1.565, 0.452, -0.630], [0.040, 2.274, 0.296], [-1.214, 1.193, 0.548], [-1.108, 0.367, -3.196], [-0.597, -1.492, 0.511], [0.695, -2.069, -0.414], [-0.518, -1.208, -1.085], [-2.002, -2.306, 2.058], [-0.522, -2.163, 2.755], [-1.144, -1.818, 2.159]], "forces_ev_per_a": [[2.43, 0.67, -0.03], [-0.37, -1.84, 0.00], [1.50, 0.58, -0.62], [-0.24, -0.21, 1.20], [0.73, -2.06, -1.42], [-0.92, -1.07, 0.79], [-0.75, 4.22, -0.84], [5.17, -1.92, -3.30], [-0.90, 0.88, 0.84], [-1.24, 0.00, 0.08], [0.00, 0.48, -0.15], [-1.99, -1.66, 0.40], [0.23, -0.86, -0.94], [-0.10, -0.56, -0.39], [0.72, 0.26, 1.09], [-1.52, -0.63, 2.84], [-1.79, 3.00, 1.20], [-0.62, 0.82, -0.80], [1.53, 0.30, 0.96], [0.87, -1.22, 1.37], [-2.73, 0.84, -2.26]]}